A molecular structure, C52H51N4O5P3PdTe, computed with wB97M-V/def2-TZVPD.

Structure (XYZ):
```
117
C52H51N4O5P3PdTe wB97M-V/def2-TZVPD
Pd -0.111 0.156 0.426
Te -3.796 -2.330 -2.175
C -4.911 -3.654 -0.961
C -5.983 -4.381 -1.479
C -6.686 -5.239 -0.652
N -6.407 -5.433 0.639
C -5.376 -4.738 1.122
C -4.612 -3.851 0.380
C -2.446 -1.667 -0.745
P -0.795 -2.457 -0.755
C -1.198 -4.265 -0.513
C -1.338 -5.028 -1.675
C -1.655 -6.377 -1.625
C -1.805 -7.011 -0.399
C -1.631 -6.281 0.767
C -1.338 -4.924 0.709
C -0.224 -2.016 0.949
C -1.079 -1.991 2.084
C -0.571 -2.009 3.364
C 0.816 -1.998 3.581
C 1.669 -1.942 2.498
C 1.165 -1.947 1.188
P -2.196 0.078 -0.598
C -3.810 0.742 -0.014
C -4.180 2.069 -0.248
C -5.384 2.571 0.223
C -6.238 1.763 0.965
C -5.873 0.449 1.223
C -4.675 -0.055 0.732
C -2.148 0.847 -2.287
C -0.889 1.096 -2.833
C -0.760 1.600 -4.121
C -1.888 1.875 -4.882
C -3.148 1.628 -4.351
C -3.275 1.113 -3.069
H -6.272 -4.284 -2.520
H -7.525 -5.805 -1.047
H -5.141 -4.904 2.169
H -3.778 -3.317 0.823
H -1.202 -4.543 -2.635
H -1.780 -6.937 -2.546
H -2.050 -8.066 -0.353
H -1.737 -6.766 1.731
H -1.216 -4.375 1.634
H -2.149 -1.996 1.909
H -1.251 -2.016 4.210
H 1.212 -2.013 4.590
H 2.742 -1.908 2.649
H 1.843 -1.999 0.346
H -3.517 2.710 -0.814
H -5.654 3.601 0.014
H -7.179 2.154 1.336
H -6.532 -0.197 1.792
H -4.398 -1.087 0.908
H -0.004 0.875 -2.242
H 0.229 1.777 -4.526
H -1.787 2.276 -5.885
H -4.036 1.831 -4.940
H -4.262 0.914 -2.670
C 9.382 -5.662 -1.910
O 8.638 -5.217 -0.803
C 8.514 -3.856 -0.646
C 7.678 -3.435 0.387
C 7.484 -2.092 0.620
C 8.121 -1.125 -0.172
C 8.972 -1.557 -1.175
C 9.165 -2.916 -1.427
N 8.052 0.255 0.157
N 6.958 0.881 0.249
C 5.718 0.475 -0.178
C 5.414 -0.493 -1.164
C 4.145 -0.714 -1.618
C 3.002 0.006 -1.123
O 1.864 -0.148 -1.574
C 3.288 0.991 -0.053
N 2.224 1.643 0.462
C 2.443 2.629 1.305
C 3.728 3.007 1.717
C 4.811 2.308 1.257
C 4.617 1.258 0.336
H 9.315 -6.748 -1.910
H 10.435 -5.368 -1.836
H 8.974 -5.277 -2.850
H 7.178 -4.184 0.989
H 6.816 -1.767 1.408
H 9.487 -0.815 -1.772
H 9.826 -3.214 -2.229
H 6.217 -1.050 -1.624
H 3.957 -1.432 -2.407
H 1.569 3.125 1.706
H 3.847 3.833 2.409
H 5.818 2.543 1.569
C -4.127 4.870 4.049
C -3.751 3.488 3.557
O -2.331 3.388 3.529
P -1.718 2.313 2.401
O -0.184 2.444 2.925
C 0.402 1.331 3.607
C 0.575 1.645 5.079
O -1.616 3.279 1.110
C -1.019 4.571 1.146
C -1.953 5.555 0.472
H -5.213 4.976 4.101
H -3.733 5.629 3.373
H -3.710 5.049 5.041
H -4.175 3.311 2.564
H -4.160 2.718 4.221
H 1.362 1.129 3.128
H -0.216 0.444 3.458
H 1.201 2.529 5.210
H 1.051 0.803 5.585
H -0.393 1.838 5.547
H -0.068 4.513 0.611
H -0.820 4.865 2.180
H -2.187 5.214 -0.536
H -1.487 6.542 0.405
H -2.886 5.643 1.031
```

Output
spin multiplicity: 1
frontier orbital gap: 5.07 eV
strongest force on any atom: 0.27 eV/Å
total charge: -2
highest occupied orbital energy: -0.052 Ha
energy relative to the best compared isomer or geometry (same formula, charge and spin): 1.019 eV
LUMO: 3.662 eV